{
  "formula": "C19H20FN3O4S",
  "method": "ωB97M-V/def2-TZVPD",
  "symbols": ["C", "C", "O", "N", "C", "C", "C", "C", "C", "C", "H", "H", "S", "O", "O", "N", "C", "H", "C", "N", "C", "O", "C", "C", "C", "C", "C", "C", "F", "H", "H", "H", "H", "C", "C", "H", "H", "H", "H", "H", "H", "H", "H", "H", "H", "H", "H", "H"],
  "coordinates": [[2.013169, 0.510080, 5.376458], [1.068538, -0.349820, 4.564119], [0.975916, -1.544940, 4.694837], [0.335770, 0.393584, 3.672884], [-0.603910, -0.032431, 2.740767], [-0.928593, -1.376427, 2.558215], [-1.855943, -1.733309, 1.596683], [-2.456543, -0.760933, 0.819141], [-2.163322, 0.577674, 1.007383], [-1.243012, 0.942460, 1.968858], [-1.008989, 1.986600, 2.122138], [-2.675093, 1.316129, 0.409984], [-3.551217, -1.237892, -0.513593], [-4.064061, -2.545938, -0.247490], [-4.461881, -0.163210, -0.782075], [-2.567520, -1.377576, -1.861290], [-2.172813, -0.156119, -2.518210], [-2.893937, 0.605667, -2.220981], [-0.751399, 0.261905, -2.143741], [0.168579, -0.815380, -2.463327], [1.512329, -0.688022, -2.412334], [2.277655, -1.593746, -2.675997], [2.022322, 0.676336, -2.039749], [2.676461, 1.454231, -2.987766], [3.216723, 2.681272, -2.645025], [3.127875, 3.142325, -1.342154], [2.498478, 2.375415, -0.377189], [1.957675, 1.156143, -0.738816], [1.345017, 0.416513, 0.216868], [2.428144, 2.705660, 0.647257], [3.554788, 4.095899, -1.072279], [3.715799, 3.275293, -3.394790], [2.758189, 1.081681, -3.997330], [-0.413480, -2.113638, -2.744108], [-1.536370, -2.395899, -1.755325], [-1.117694, -2.410754, -0.740205], [-1.994259, -3.367919, -1.952982], [-0.793084, -2.145524, -3.770737], [0.383925, -2.853346, -2.644530], [-0.471119, 1.165558, -2.696329], [-0.717726, 0.483702, -1.070300], [-2.248787, -0.291728, -3.602640], [-2.138983, -2.764032, 1.451904], [-0.450146, -2.126231, 3.165195], [0.503451, 1.390500, 3.673669], [1.460640, 1.275102, 5.917893], [2.735072, 0.992830, 4.720788], [2.543365, -0.117745, 6.086252]],
  "forces_ev_per_a": [[0.0501, -0.2419, 0.0844], [0.2306, 0.4001, 0.2162], [-0.0200, -0.2931, 0.0063], [-0.0211, 0.4387, -0.1153], [-0.3024, -0.2413, -0.2315], [0.1041, -0.0857, 0.0953], [-0.0662, 0.0428, 0.0046], [-0.5162, -0.2864, -0.5317], [0.0022, 0.1634, 0.1215], [-0.0377, -0.1175, -0.0303], [0.0152, 0.1126, 0.0148], [-0.0174, 0.1569, -0.0238], [0.0691, 0.0585, -0.3562], [0.3682, -0.1593, 0.1508], [0.2462, 0.1949, 0.0980], [-0.7773, -0.0022, 0.8267], [0.1989, 0.5974, -0.2182], [0.1665, 0.1044, -0.2154], [-0.2509, 0.4274, 0.1079], [-0.0996, -0.1274, -0.0521], [-0.1089, 0.1349, 0.0291], [0.2891, -0.1289, -0.0791], [0.1659, -0.0265, 0.3260], [-0.0631, -0.0146, 0.1182], [0.0349, 0.0439, -0.1044], [-0.0190, -0.0461, -0.0045], [-0.0887, -0.1351, 0.0522], [0.0076, 0.0915, -0.1432], [0.1091, 0.0246, -0.1930], [-0.0186, 0.0074, 0.1142], [0.0363, 0.0825, 0.0281], [0.0424, 0.0507, -0.0698], [0.0223, -0.0522, -0.1029], [-0.0491, -0.2612, 0.0720], [0.2259, -0.6461, 0.0031], [0.0953, -0.0803, -0.1362], [0.1877, 0.0026, 0.0347], [0.0583, -0.0868, 0.0409], [-0.2064, 0.0566, -0.0496], [-0.1068, -0.0701, 0.1005], [0.0240, 0.0391, -0.1844], [-0.0444, 0.0633, 0.1034], [0.0352, -0.1412, 0.0399], [-0.0174, -0.0080, 0.0008], [0.0323, -0.2079, 0.0722], [-0.0212, 0.0953, 0.0314], [0.0556, 0.0812, -0.0364], [-0.0207, -0.0109, -0.0153]],
  "mulliken_charge": [-1.310, 0.803, -0.601, -0.139, 0.719, -0.601, -0.528, -0.085, -0.952, -0.429, 0.344, 0.428, 1.329, -0.723, -0.728, 0.083, -1.234, 0.487, 0.054, 0.223, 0.331, -0.661, 0.109, -0.411, -0.748, -0.406, -0.820, 0.901, -0.221, 0.484, 0.393, 0.404, 0.475, -1.138, -0.235, 0.237, 0.349, 0.257, 0.493, 0.628, -0.173, 0.316, 0.538, 0.545, 0.206, 0.339, 0.316, 0.355],
  "smiles": "CC(=O)Nc1ccc(S(=O)(=O)N2CCN(C(=O)c3ccccc3F)CC2)cc1",
  "de_lowest_kj_mol": 0.00,
  "spin_multiplicity": 1,
  "e_tot_ha": -1699.33415,
  "fmax_ev_per_a": 1.1
}


{
  "formula": "C6H16N2",
  "method": "ωB97M-V/def2-TZVPD",
  "symbols": ["C", "C", "C", "C", "C", "N", "H", "H", "H", "H", "H", "H", "H", "H", "H", "H", "H", "C", "N", "H", "H", "H", "H", "H"],
  "coordinates": [[-0.217080, -0.336635, 2.242287], [-1.474570, -0.256315, -1.469773], [-2.228830, 1.056295, 0.554967], [-0.403750, -0.664895, 0.776157], [-1.302590, -0.003855, 0.008767], [0.397210, -1.687195, 0.300067], [0.023650, -2.147575, -0.525713], [0.650950, -2.367365, 1.013567], [0.643340, -0.868695, 2.664157], [-0.019140, 0.730275, 2.386937], [-1.101750, -0.626505, 2.817587], [-0.581240, -0.686885, -1.932193], [-2.319660, -0.929035, -1.643483], [-2.473200, 1.801255, -0.209883], [-3.164110, 0.595805, 0.888947], [-1.794060, 1.610855, 1.390607], [-1.664900, 0.680895, -2.004643], [2.635190, 0.468725, -1.558363], [2.366320, 1.084655, -0.269173], [2.551990, 0.387625, 0.454797], [1.357080, 1.231155, -0.196713], [3.709250, 0.309295, -1.682943], [2.281340, 1.115015, -2.365873], [2.128560, -0.496895, -1.640093]],
  "forces_ev_per_a": [[0.1865, -0.0867, -0.0779], [0.2449, -0.2249, 0.1265], [0.2686, 0.0143, 0.1507], [-1.3410, 1.0869, 0.0758], [0.6456, 0.1859, 0.0834], [0.4559, -0.9672, -0.3100], [0.2165, 0.0777, 0.2939], [-0.0700, 0.2518, -0.3448], [-0.1282, 0.0123, -0.1303], [-0.1760, -0.1512, 0.0348], [0.1009, 0.1493, 0.0067], [-0.0923, -0.0779, 0.0395], [-0.0244, 0.0160, -0.2168], [-0.0067, -0.1770, 0.0467], [-0.0607, 0.1774, 0.0500], [-0.1148, -0.1438, 0.0438], [-0.0761, -0.1450, 0.1300], [-0.0764, -0.2427, -0.1353], [-0.3576, 0.0203, 0.5618], [0.0458, 0.2699, -0.1759], [0.2783, 0.0520, -0.0078], [-0.0931, 0.0649, -0.0395], [0.1159, -0.0285, 0.0800], [0.0584, -0.1336, -0.2854]],
  "mulliken_charge": [-1.499, -1.594, -1.538, 0.592, 0.830, -0.457, 0.204, 0.209, 0.468, 0.329, 0.334, 0.360, 0.308, 0.413, 0.291, 0.332, 0.414, -0.656, -0.665, 0.273, 0.276, 0.316, 0.289, 0.171],
  "smiles": "CC(C)=C(C)N.CN",
  "de_lowest_kj_mol": 83.98,
  "spin_multiplicity": 1,
  "e_tot_ha": -347.69284,
  "fmax_ev_per_a": 1.7
}


{
  "formula": "C17H20N7O4S4Ti",
  "method": "ωB97M-V/def2-TZVPD",
  "symbols": ["Ti", "C", "N", "C", "C", "N", "C", "S", "H", "H", "H", "H", "H", "H", "H", "H", "N", "C", "C", "C", "C", "C", "C", "S", "O", "O", "N", "C", "S", "C", "C", "N", "H", "H", "H", "H", "H", "H", "H", "H", "O", "O", "S", "C", "N", "C", "C", "C", "N", "H", "H", "H", "H"],
  "coordinates": [[0.301296, 1.112925, -0.794500], [-2.593404, -2.111575, -3.527800], [-2.841704, -1.610475, -2.208300], [-4.190304, -1.521875, -1.663000], [-3.967404, -0.834075, -0.305900], [-2.517704, -0.876575, -0.164400], [-1.946304, -1.199675, -1.327200], [-0.246104, -1.234175, -1.566600], [-3.324104, -1.696075, -4.221700], [-2.662804, -3.199775, -3.550400], [-1.590704, -1.817075, -3.830700], [-4.619804, -2.523675, -1.563700], [-4.826404, -0.936875, -2.329600], [-4.437904, -1.363775, 0.522200], [-4.302804, 0.206525, -0.304200], [-2.067404, -0.319975, 0.556600], [2.756496, -4.139775, 4.660600], [2.444296, -3.070675, 3.917800], [2.446996, -3.141175, 2.505300], [2.150196, -2.030975, 1.752900], [1.869496, -0.823075, 2.386700], [1.833296, -0.731475, 3.778800], [2.117796, -1.842075, 4.536000], [1.530196, 0.593325, 1.409900], [1.990096, 1.807425, 1.996000], [1.911296, 0.362225, -0.005700], [-0.102504, 0.660825, 1.168700], [-0.885804, 1.592425, 1.720100], [-0.283204, 3.052725, 2.570500], [-1.908404, 3.490725, 2.818800], [-2.772304, 2.562425, 2.279200], [-2.190504, 1.520625, 1.672600], [3.032196, -5.006775, 4.232200], [2.798796, -4.080375, 5.663600], [2.702996, -4.072575, 2.022100], [2.169496, -2.066675, 0.674200], [1.614096, 0.211425, 4.255000], [2.116596, -1.785475, 5.613500], [-2.171304, 4.390625, 3.339700], [-3.846104, 2.607525, 2.315600], [-0.718904, 2.483825, -1.055500], [-1.183604, 1.331225, -1.632800], [1.904696, 3.373925, -0.617800], [2.080696, 2.780525, -2.149400], [2.847396, 3.429625, -3.095500], [3.048596, 2.922925, -4.316600], [2.499096, 1.708125, -4.652100], [1.719096, 1.058525, -3.675200], [1.499696, 1.586625, -2.491000], [3.238396, 4.329725, -2.825400], [3.650596, 3.505425, -5.001200], [2.647096, 1.273025, -5.626600], [1.276496, 0.081525, -3.865800]],
  "forces_ev_per_a": [[1.2721, -0.9039, -2.1785], [0.2265, -0.1952, -0.4294], [0.0594, 0.5033, 0.3996], [-0.3713, -0.1079, 0.1293], [-0.2022, 0.0862, 0.2140], [-0.1347, 0.0334, -0.0657], [0.2407, -0.3760, 0.2805], [0.4948, -0.1312, -0.0102], [0.0303, 0.0199, 0.0356], [-0.0303, -0.0203, -0.0117], [-0.0665, -0.0371, -0.0538], [0.0441, 0.0993, 0.0125], [0.0307, -0.0705, 0.0301], [-0.0786, 0.0486, -0.1175], [-0.0768, -0.0954, -0.0509], [-0.0799, -0.3828, -0.4573], [0.0348, -0.1853, 0.0900], [0.0000, 0.2323, -0.2384], [-0.0749, 0.1858, -0.0117], [0.1467, -0.2807, -0.1122], [-0.2505, 0.8593, -0.8437], [0.1170, -0.0337, 0.2750], [-0.0858, 0.2012, -0.2333], [1.2553, -1.3154, 1.3765], [0.1464, 0.0164, 0.6540], [1.7451, -1.2774, 1.5648], [-0.8616, 0.5709, 0.9869], [1.5827, 0.1614, 0.7049], [-0.7473, 0.3334, 0.2759], [1.5718, 0.4501, 0.2636], [-0.2441, -1.4725, -0.8908], [-1.5369, 0.1729, 0.0310], [-0.0159, 0.0237, 0.0450], [-0.0009, -0.0329, -0.0447], [-0.0064, -0.0455, -0.0606], [-0.0106, -0.1431, -0.0823], [0.0016, 0.1026, 0.1250], [-0.0264, 0.0867, 0.1010], [-0.0805, 0.2462, 0.1248], [-0.1922, 0.1149, 0.0602], [-1.0770, 3.0347, 0.2661], [-3.3036, -0.7033, -1.7108], [-0.0316, 0.0166, 0.1028], [0.3417, 0.1977, -0.0041], [-0.3746, -0.1736, 0.3060], [-0.1218, -0.4735, -0.4271], [-0.1466, 0.0073, 0.3619], [0.3052, 0.0562, -0.6865], [0.6005, 0.5665, -0.1194], [-0.0387, -0.2033, -0.0497], [0.0075, 0.0154, 0.0385], [0.0467, 0.0080, -0.0011], [-0.0330, 0.2096, 0.0362]],
  "mulliken_charge": [0.366, -0.838, 0.109, -0.627, -0.592, -0.002, 0.460, -0.520, 0.325, 0.328, 0.246, 0.347, 0.367, 0.370, 0.284, 0.256, -0.436, 1.120, -0.939, -0.318, 0.043, -0.542, -0.887, 1.666, -0.742, -0.561, -0.544, 0.794, 0.134, -0.201, -0.534, -0.407, 0.208, 0.207, 0.331, 0.418, 0.483, 0.331, 0.488, 0.487, -0.295, 0.058, -0.396, 0.084, 0.022, -0.072, -0.996, 0.256, 0.260, 0.302, 0.435, 0.437, 0.425],
  "de_lowest_kj_mol": 54.82,
  "spin_multiplicity": 2,
  "e_tot_ha": -3785.76569,
  "fmax_ev_per_a": 3.8,
  "total_charge": 2
}


{
  "formula": "CH3N3O",
  "method": "ωB97M-V/def2-TZVPD",
  "symbols": ["C", "N", "N", "N", "O", "H", "H", "H"],
  "coordinates": [[-0.467232, -0.031773, -0.209933], [-0.393284, 1.259074, -0.693815], [-1.471316, -0.895053, -0.115926], [0.768755, -0.332953, 0.261380], [0.032060, 2.394169, -0.300018], [1.421386, -0.664004, -0.477112], [-1.295754, -1.783886, 0.336111], [1.405388, 0.054427, 1.199314]],
  "forces_ev_per_a": [[-2.4472, -2.2207, 3.8887], [-0.5633, 4.3776, -1.6858], [0.9007, 4.0668, -1.8330], [6.5158, -1.1411, 2.7672], [-1.5484, -4.8479, -0.2663], [-0.6169, 0.3574, 1.0585], [0.9747, 0.2939, -0.0329], [-3.2154, -0.8861, -3.8964]],
  "mulliken_charge": [0.558, 0.036, -0.574, -0.556, -0.298, 0.236, 0.291, 0.308],
  "smiles": "[H]/N=C(\\N)N=O",
  "de_lowest_kj_mol": 549.86,
  "spin_multiplicity": 1,
  "e_tot_ha": -279.21780,
  "fmax_ev_per_a": 7.2
}